This record from the OMol25 dataset describes C2H3NO3 in the gas phase in a non-equilibrium geometry. The level of theory is ωB97M-V/def2-TZVPD.

Its orbital gap (spin up / spin down) is 8.517 / 8.511 eV. The value obtained for the largest force on an atom is 3.24 eV/A. For the molar mass, the calculation gives 89.05 g mol⁻¹. The LUMO energy (spin up / spin down) is 0.226 / 0.225 eV. The calculation puts the HOMO energy (spin up / spin down) at -8.291 / -8.286 eV.

Geometry as XYZ:
```
9
Properties=species:S:1:pos:R:3:forces:R:3:lowdin_charge:R:1
H -0.5858 0.9854 2.2319 0.16 -0.18 -0.11 0.092
O 0.1015 -0.4061 -1.4123 0.03 -0.72 -1.33 0.068
O -0.7253 0.2670 1.6011 -0.35 -0.04 -0.07 -0.107
N 0.3952 0.3245 0.7594 -0.31 0.51 -2.87 -0.056
O -0.4111 1.8064 -1.9181 0.24 -1.03 0.19 0.216
C 0.3844 -0.8781 -0.0825 -0.07 0.07 1.51 -0.194
H 1.3675 -1.3663 -0.0892 -0.22 0.20 -0.25 0.121
C -0.1287 0.8568 -1.3062 0.34 0.95 3.08 -0.268
H -0.3977 -1.5896 0.2158 0.17 0.24 -0.15 0.128
```
Forces are in eV/Å.